w | # H16O8

A cluster of 8 separate species, H16O8 in total (the ωB97M-V functional and the def2-TZVPD basis, OMol25).

Geometry as ORCA input:
```
! wB97M-V def2-TZVPD RIJCOSX def2/J DEFGRID3
* xyz 1 2
O -1.93 -1.32 -2.00
O -3.23 -1.16 1.14
O 1.60 3.06 0.46
O 0.06 0.45 0.10
O -1.21 -2.65 0.75
O 4.01 1.13 1.43
O 2.71 0.17 -0.83
O -2.51 0.92 -0.66
H -1.93 1.51 -1.14
H -0.98 -1.26 -1.94
H -2.95 -0.29 0.84
H 3.54 1.01 0.60
H 1.31 2.18 0.24
H 3.30 -0.55 -0.60
H -0.53 -0.28 -0.11
H -3.36 1.36 -0.67
H 3.40 0.81 2.09
H -2.41 -1.63 1.29
H -0.98 -2.60 -0.17
H 1.68 3.05 1.42
H -0.90 -3.51 1.03
H 0.94 0.09 -0.02
H 2.60 0.10 -1.77
H -2.25 -0.58 -1.47
*
```

Output
**Frontier orbital gap (spin up / spin down)**: 9.5 / 2.2 eV
**LUMO energy (spin up / spin down)**: -3.8 / -11.1 eV
**⟨S²⟩**: 0.755

***

x | # H16O8

A cluster of 8 separate species, H16O8 in total (the ωB97M-V functional and the def2-TZVPD basis, OMol25).

Geometry as ORCA input:
```
! wB97M-V def2-TZVPD RIJCOSX def2/J DEFGRID3
* xyz 1 2
O 12.47 -5.38 -3.75
O 15.83 -8.40 -1.89
O 10.18 -9.83 -6.06
O 10.13 -8.38 -3.66
O 14.36 -10.49 -3.12
O 14.94 -5.71 -2.34
O 13.05 -8.17 -3.83
O 12.34 -8.28 -0.86
H 14.63 -10.94 -3.92
H 9.81 -10.71 -6.07
H 15.33 -9.12 -2.27
H 15.18 -6.56 -1.96
H 12.97 -7.22 -3.75
H 12.20 -8.45 -4.18
H 13.70 -9.86 -3.41
H 11.93 -8.76 -1.57
H 16.45 -8.15 -2.58
H 13.13 -7.91 -1.24
H 9.95 -9.48 -5.20
H 12.89 -5.10 -4.56
H 9.45 -7.72 -3.79
H 13.07 -5.11 -3.06
H 9.87 -8.84 -2.86
H 15.69 -5.46 -2.87
*
```

Output
**Frontier orbital gap (spin up / spin down)**: 11.0 / 2.8 eV
**LUMO energy (spin up / spin down)**: -3.4 / -11.4 eV
**⟨S²⟩**: 0.756

***

Relative energy table, unit hartree: w 0.0124; x 0.0000

***

w | # C2H5N3S2

The molecule C2H5N3S2 (the ωB97M-V functional and the def2-TZVPD basis, OMol25).

Geometry as ORCA input:
```
! wB97M-V def2-TZVPD RIJCOSX def2/J DEFGRID3
* xyz 0 1
S 0.22 -0.56 -0.25
S 3.26 -0.65 -0.39
N -2.24 -1.30 0.09
N 2.43 0.76 0.32
N -2.04 1.08 -0.66
C 1.10 0.98 0.20
C -1.47 -0.05 -0.12
H 0.56 1.77 0.74
H -1.92 -2.04 0.61
H -1.15 1.65 -0.92
H 4.54 -0.37 0.06
H -3.28 -1.27 0.32
*
```

Output
**Frontier orbital gap**: 9.2 eV
**LUMO energy**: 0.2 eV

***

x | # C2H5N3S2

A structure of composition C2H5N3S2 (the ωB97M-V functional and the def2-TZVPD basis, OMol25).

Geometry as ORCA input:
```
! wB97M-V def2-TZVPD RIJCOSX def2/J DEFGRID3
* xyz 0 1
S 0.53 -1.24 -0.55
S -2.10 0.01 -0.84
N -1.24 0.58 0.75
N 1.05 1.19 0.82
N 2.36 1.12 0.47
C -1.31 -1.63 -0.58
C 0.17 0.25 0.61
H 2.68 2.22 -0.15
H -1.53 -1.91 0.50
H -1.48 1.58 0.68
H 2.32 0.25 -0.33
H -1.45 -2.42 -1.39
*
```

Output
**Frontier orbital gap**: 8.4 eV
**LUMO energy**: 0.1 eV

***

Relative energy table, unit hartree: w 0.0000; x 0.0539

***

w | # C4H8P2

The molecule C4H8P2 (the ωB97M-V functional and the def2-TZVPD basis, OMol25).

Geometry as ORCA input:
```
! wB97M-V def2-TZVPD RIJCOSX def2/J DEFGRID3
* xyz 0 1
P 2.44 1.47 2.60
P 2.19 1.34 0.44
C -1.26 -0.52 -0.68
C 0.55 0.66 0.49
C -0.15 0.29 -0.78
C -2.11 -1.12 -1.75
H 0.36 0.63 -1.67
H -2.23 -0.35 -2.57
H -3.12 -1.31 -1.29
H -1.66 -2.13 -2.14
H -1.53 -0.89 0.29
H 2.68 0.16 3.14
H 0.01 0.26 1.26
H 3.83 1.51 2.66
*
```

Output
**Frontier orbital gap (spin up / spin down)**: 7.5 / 7.5 eV
**LUMO energy (spin up / spin down)**: -0.5 / -0.5 eV

***

x | # C4H8P2

A cluster of 2 separate species, C4H8P2 in total (the ωB97M-V functional and the def2-TZVPD basis, OMol25).

Geometry as ORCA input:
```
! wB97M-V def2-TZVPD RIJCOSX def2/J DEFGRID3
* xyz 0 1
P -2.23 -0.82 0.01
P 0.79 -2.13 0.18
C -0.40 1.14 0.95
C -1.42 0.81 0.14
C 2.07 0.45 -0.37
C 1.54 -0.70 -0.12
H 1.65 -3.08 -0.47
H 0.27 1.93 0.90
H 2.09 0.74 -1.45
H -1.73 1.75 -0.40
H 2.74 0.80 0.41
H -0.03 0.40 1.64
H -1.77 -1.08 -1.20
H -3.56 -0.21 -0.24
*
```

Output
**Frontier orbital gap**: 9.1 eV
**LUMO energy**: 0.3 eV

***

Relative energy table, unit hartree: w 0.0000; x 0.0804

***

w | # C19H20N2O4

The molecule C19H20N2O4 (the ωB97M-V functional and the def2-TZVPD basis, OMol25).

Geometry as ORCA input:
```
! wB97M-V def2-TZVPD RIJCOSX def2/J DEFGRID3
* xyz 0 1
O -3.01 -1.55 -5.01
O -1.03 -3.44 -0.87
O 3.62 1.89 1.64
O 0.04 -0.02 3.56
N -0.84 -2.09 -2.74
N 2.03 1.22 2.76
C 0.91 -0.14 1.19
C 1.07 3.03 4.26
C 0.25 3.84 2.06
C -2.95 -2.38 -3.82
C -4.17 -1.16 -5.06
C 2.68 1.35 1.56
C 1.38 -0.83 -1.26
C 0.72 0.49 2.55
C 0.92 4.37 3.17
C -4.81 -1.32 -4.00
C -1.64 -3.04 -3.39
C -0.28 -2.46 -1.56
C 0.19 -1.35 -0.71
C 2.22 4.82 3.07
C -3.94 -2.29 -3.18
C 2.32 1.83 4.02
C 2.31 -0.05 -0.79
C -0.01 -1.12 0.76
C 1.92 0.30 0.74
H -0.70 -1.68 1.27
H 3.13 2.32 4.06
H 1.30 3.53 5.31
H -1.05 -3.37 -4.42
H -0.31 -1.47 -3.17
H 2.12 5.66 2.35
H 2.05 1.19 4.84
H 3.16 0.39 -1.11
H -4.17 -2.61 -2.33
H -0.16 4.73 1.63
H 0.43 4.93 3.83
H 0.15 2.58 4.49
H 1.11 3.30 1.32
H 2.70 5.08 3.87
H -4.44 -0.46 -5.90
H 1.65 -1.21 -2.19
H 2.93 4.26 2.40
H -1.93 -4.08 -2.73
H -5.78 -1.29 -3.69
H -0.46 3.18 2.09
*
```

Output
**Frontier orbital gap**: 8.1 eV
**LUMO energy**: -1.0 eV

***

x | # C19H20N2O4

The molecule C19H20N2O4 (the ωB97M-V functional and the def2-TZVPD basis, OMol25).

Geometry as ORCA input:
```
! wB97M-V def2-TZVPD RIJCOSX def2/J DEFGRID3
* xyz 0 1
O -1.14 0.28 -2.34
O -1.62 -2.78 2.04
O 3.12 -0.78 1.47
O 1.64 -0.98 -0.62
N -1.05 -0.07 -0.11
N -2.98 -1.05 1.53
C -0.64 -0.79 1.07
C 2.58 2.58 -0.89
C -0.60 -0.24 -1.38
C 1.96 1.37 -1.20
C 3.62 1.57 1.02
C 3.96 -0.76 2.59
C -4.33 0.94 1.23
C -2.20 0.73 0.12
C 0.63 -1.13 -1.60
C 3.40 2.68 0.21
C 2.18 0.26 -0.41
C -3.54 2.69 -0.20
C -1.77 -1.67 1.59
C 0.23 -2.61 -1.63
C -2.39 1.97 -0.46
C -3.18 0.21 0.98
C -4.51 2.18 0.64
C -0.57 -2.94 -2.88
C 3.01 0.36 0.73
H 0.24 -1.41 0.89
H -0.89 -3.98 -2.86
H 5.00 -0.53 2.32
H -3.77 -1.53 1.94
H -1.63 2.37 -1.12
H -5.41 2.74 0.84
H -3.68 3.66 -0.65
H -0.35 -2.87 -0.74
H -0.39 -0.07 1.86
H 3.62 -0.04 3.34
H 3.89 3.61 0.45
H 2.41 3.44 -1.52
H -1.46 -2.31 -2.95
H 1.15 -3.20 -1.61
H 0.02 -2.79 -3.78
H 4.26 1.67 1.88
H 1.03 -0.86 -2.59
H 3.91 -1.77 3.01
H 1.32 1.32 -2.07
H -5.09 0.52 1.89
*
```

Output
**Frontier orbital gap**: 9.1 eV
**LUMO energy**: 0.7 eV

***

Relative energy table, unit hartree: w 0.5705; x 0.0000

***

w | # FH3O3P

A cluster of 2 separate species, FH3O3P in total (the ωB97M-V functional and the def2-TZVPD basis, OMol25).

Geometry as ORCA input:
```
! wB97M-V def2-TZVPD RIJCOSX def2/J DEFGRID3
* xyz 1 1
P -0.06 0.07 -0.02
F -0.80 -0.52 -2.16
O -1.13 0.98 0.73
O 1.39 0.73 0.10
O 0.04 -1.42 0.45
H 1.75 1.64 0.11
H -1.91 0.41 0.85
H 0.72 -1.89 -0.06
*
```

Output
**Frontier orbital gap (spin up / spin down)**: 9.7 / 9.7 eV
**LUMO energy (spin up / spin down)**: -8.1 / -8.1 eV

***

x | # FH3O3P

The ion FH3O3P with charge +1 (the ωB97M-V functional and the def2-TZVPD basis, OMol25).

Geometry as ORCA input:
```
! wB97M-V def2-TZVPD RIJCOSX def2/J DEFGRID3
* xyz 1 1
P -0.04 0.15 0.10
F -0.67 -1.52 -0.77
O -1.11 0.63 1.08
O 0.19 1.16 -0.97
O 1.16 -0.39 0.88
H 0.80 0.93 -1.78
H 1.61 -1.08 0.34
H -1.95 0.11 1.12
*
```

Output
**Frontier orbital gap**: 13.5 eV
**LUMO energy**: -5.4 eV

***

Relative energy table, unit hartree: w 0.0898; x 0.0000